Record 1
115
Properties=species:S:1:pos:R:3 method="wB97M-V/def2-TZVPD" e_lumo_ev=1.65 spin_multiplicity=1 fmax_ev_per_a=0.98 homo_energy_ha=-0.185 total_charge=-1 relative_energy_kj_mol=19.73
Tl -0.7404 -1.2963 0.7263
C 4.0891 -0.9207 1.7209
C 4.0330 -2.3103 2.3490
S 2.5254 -3.2376 1.8816
C 1.9735 -3.8366 3.5049
C 1.6360 -2.7744 4.5404
S 0.3235 -1.6211 3.9805
C 1.0802 0.0180 4.2334
C 2.4617 0.2973 3.6596
S 2.5793 0.0929 1.8483
H 4.9243 -0.3574 2.1436
H 4.2403 -1.0067 0.6440
H 4.9047 -2.8790 2.0191
H 4.0619 -2.2464 3.4357
H 1.0835 -4.4076 3.2480
H 2.7360 -4.5139 3.8987
H 1.2599 -3.2821 5.4309
H 2.5111 -2.1946 4.8335
H 0.3265 0.6618 3.7731
H 1.1142 0.2143 5.3083
H 2.7177 1.3368 3.8781
H 3.2214 -0.3404 4.1110
N -0.9170 -3.6926 -0.8603
C -2.2066 -4.1106 -1.3801
C -2.8462 -2.9886 -2.1956
N -2.8647 -1.7651 -1.4235
H -0.2495 -3.4776 -1.5892
H -0.5283 -4.3485 -0.1950
H -2.8559 -4.3406 -0.5307
H -2.1549 -5.0101 -2.0143
H -3.8449 -3.3111 -2.5236
H -2.2487 -2.8209 -3.0980
H -3.5180 -1.8510 -0.6524
H -3.1967 -0.9864 -1.9788
Cl -0.4828 3.1746 1.8112
C 0.1937 4.0131 3.2171
Cl 0.9615 5.5501 2.7851
H 0.9568 3.3872 3.6658
H -0.6054 4.2335 3.9151
N -2.8783 2.7413 -2.6266
N -1.7022 2.2984 -2.0733
N -0.7262 1.8025 -2.8142
C 0.1408 1.4429 -1.8856
N -0.2950 1.7023 -0.6432
N -1.4615 2.2560 -0.7805
H -2.8064 3.7219 -2.8701
H -3.6098 2.6028 -1.9144
H 1.0923 0.9889 -2.0861
Cl 5.7674 5.2007 -8.0182
C 5.0614 4.3348 -6.6963
C 3.6868 4.2119 -6.6031
C 3.1481 3.5004 -5.5450
C 3.9432 2.9010 -4.5739
C 3.2823 2.0354 -3.5102
C 3.5856 0.5457 -3.7885
N 2.5161 -0.3295 -3.3753
C 1.3848 -0.6026 -4.1102
C 0.6301 -1.4409 -3.3412
N 1.2672 -1.6872 -2.1555
C 2.3819 -1.0089 -2.2043
O 3.7130 2.3032 -2.1930
C 3.0136 3.3496 -1.5260
C 3.2157 4.6762 -2.1987
C 2.2470 5.3887 -2.8368
Cl 0.5892 4.9806 -2.9566
S 2.8588 6.8248 -3.5763
C 4.4481 6.4589 -3.0309
C 4.4876 5.3097 -2.3157
C 5.3270 3.0526 -4.6954
Cl 6.4210 2.3516 -3.5532
C 5.8879 3.7640 -5.7455
H 3.0466 4.6585 -7.3507
H 2.0710 3.4025 -5.4717
H 2.1986 2.1919 -3.5872
H 4.4928 0.2837 -3.2481
H 3.7491 0.4069 -4.8578
H 1.2303 -0.1818 -5.0889
H -0.3332 -1.8660 -3.5641
H 3.1185 -0.9698 -1.4183
H 3.4289 3.3682 -0.5185
H 1.9476 3.1208 -1.4566
H 5.2582 7.1257 -3.2757
H 5.3831 4.8949 -1.8756
H 6.9616 3.8529 -5.8257
O -4.3897 -2.1583 2.3909
C -3.6402 -3.1165 2.3492
N -2.3044 -3.1103 2.0579
C -1.8185 -4.3682 2.1223
O -0.6548 -4.7303 1.9451
C -2.9388 -5.3249 2.4568
C -2.9711 -6.6949 2.5977
C -4.1900 -7.2805 2.9360
C -5.3286 -6.5033 3.1074
C -5.2881 -5.1209 2.9267
C -4.0736 -4.5487 2.6167
H -2.0768 -7.2864 2.4461
H -4.2523 -8.3544 3.0647
H -6.2595 -6.9795 3.3911
H -6.1775 -4.5126 3.0336
O -1.8785 0.2937 2.9493
C -2.9574 0.4389 2.3748
N -3.1625 0.2895 1.0533
S -4.6822 0.6305 0.6527
O -4.7831 1.9236 -0.0264
O -5.3658 -0.4189 -0.0598
C -5.2966 0.9249 2.2988
C -6.5368 1.3199 2.7469
C -6.6517 1.6661 4.0886
C -5.5480 1.5997 4.9325
C -4.3105 1.1783 4.4617
C -4.1939 0.8548 3.1229
H -7.3811 1.3522 2.0707
H -7.6057 2.0030 4.4742
H -5.6615 1.8960 5.9682
H -3.4465 1.1201 5.1106

Record 2
90
Properties=species:S:1:pos:R:3 method="wB97M-V/def2-TZVPD" e_lumo_ev="0.24 / -1.26" spin_multiplicity=4 fmax_ev_per_a=3.78 homo_energy_ha="-0.273 / -0.273" relative_energy_kj_mol=105.36
Co 1.5381 -0.7395 3.6286
C -2.7210 0.0147 4.7869
C -2.7554 -0.2824 3.4853
C -2.6201 0.6072 2.2657
C -1.4611 1.5991 1.8261
C -0.8590 2.5434 2.8385
C -1.1619 2.4774 4.1467
C -2.5509 2.5344 4.6674
C -2.8062 1.3061 5.5527
C 3.4096 -1.5343 2.9267
H -2.4697 -0.8243 5.4384
H -2.4701 -1.3310 3.2450
H -3.5606 1.1747 2.1890
H -2.7337 -0.0850 1.4261
H -0.7251 1.0491 1.2056
H -1.9163 2.2628 1.0692
H -0.0656 3.1793 2.4155
H -0.4107 2.2454 4.9356
H -3.2854 2.5843 3.8649
H -2.6530 3.4436 5.2711
H -2.0387 1.2513 6.3494
H -3.7687 1.3983 6.1285
H 3.4507 -2.3982 3.6007
H 4.1051 -0.7242 3.1871
H 3.7051 -1.9274 1.9360
P -0.1404 -2.0438 -3.8970
P 1.7636 0.4709 -4.2647
C -0.8029 -0.4611 -4.4300
C 0.0719 0.4880 -4.8763
C -0.6647 -3.2274 -5.2545
C -1.7308 -2.9339 -6.1253
C -2.2116 -3.9200 -6.9972
C -1.5139 -5.1290 -7.1479
C -0.3118 -5.3313 -6.4488
C 0.1104 -4.3865 -5.5015
C -1.2311 -2.1946 -2.4438
C -0.9374 -1.3275 -1.3791
C -1.6256 -1.4435 -0.1843
C -2.5763 -2.4497 0.0038
C -2.9059 -3.2588 -1.0820
C -2.2881 -3.0970 -2.3243
C 2.4996 1.0446 -5.8549
C 2.3828 0.1554 -6.9431
C 2.8218 0.5681 -8.2007
C 3.4591 1.8086 -8.3648
C 3.6190 2.6538 -7.2616
C 3.1136 2.2970 -6.0094
C 1.9717 1.9658 -3.2348
C 3.1717 2.0858 -2.5080
C 3.4440 3.2556 -1.8030
C 2.5025 4.2879 -1.7492
C 1.2854 4.1246 -2.4121
C 1.0136 2.9729 -3.1552
H -1.8642 -0.2966 -4.1957
H -0.1518 1.1860 -5.6951
H -2.1631 -1.9277 -6.1349
H -3.1243 -3.7440 -7.5711
H -1.8973 -5.9038 -7.8191
H 0.2846 -6.2271 -6.6554
H 1.0600 -4.5384 -4.9709
H -0.1583 -0.5715 -1.4931
H -1.3801 -0.7614 0.6156
H -3.0486 -2.5906 0.9804
H -3.6472 -4.0337 -0.9417
H -2.6175 -3.6666 -3.1881
H 1.9073 -0.8262 -6.8089
H 2.6777 -0.0874 -9.0533
H 3.8591 2.1039 -9.3382
H 4.1496 3.5938 -7.3665
H 3.1666 2.9941 -5.1668
H 3.8922 1.2653 -2.5139
H 4.3852 3.3646 -1.2736
H 2.7075 5.1926 -1.1685
H 0.5347 4.8996 -2.3398
H 0.0715 2.8597 -3.6844
C 1.4964 0.6411 8.7842
C 0.2065 0.1333 8.0882
C 0.0636 -1.3088 8.6036
C -0.8728 0.9149 8.9078
C 0.2109 0.0994 6.5522
C 0.6583 -0.1365 5.3793
H 1.3089 0.4706 9.8552
H 1.6717 1.7218 8.6755
H 2.3884 0.0541 8.5337
H 0.0023 -1.2408 9.6971
H -0.8556 -1.7784 8.2351
H 0.9547 -1.8960 8.3529
H -0.7467 2.0114 8.9336
H -1.9129 0.6317 8.6980
H -0.6828 0.5978 9.9493

Record 3
97
Properties=species:S:1:pos:R:3 method="wB97M-V/def2-TZVPD" e_lumo_ev="-4.47 / -2.72" spin_multiplicity=5 fmax_ev_per_a=1.41 homo_energy_ha="-0.351 / -0.352" total_charge=+1 relative_energy_kj_mol=85.60
Mn 0.0024 0.5823 0.6111
C -7.2472 0.9099 -1.6703
O -7.5113 -0.4805 -1.6140
C -6.5629 -1.3275 -2.0603
C -6.8451 -2.6911 -1.9407
C -5.9393 -3.6310 -2.3756
C -4.6978 -3.2382 -2.8858
C -4.4315 -1.8740 -3.0301
C -5.3570 -0.9259 -2.6342
N -3.8317 -4.2686 -3.3058
N -2.5977 -4.1477 -3.3462
C -1.8627 -3.1032 -2.7828
C -0.9058 -2.4790 -3.5574
C -0.1794 -1.3847 -3.0897
C -0.3339 -0.9192 -1.7952
O 0.3064 0.1322 -1.3220
C -1.2312 -1.6310 -0.9383
N -1.3130 -1.2030 0.3482
C -2.1572 -1.7897 1.1687
C -2.9394 -2.8861 0.7907
C -2.8368 -3.3694 -0.4875
C -1.9981 -2.7192 -1.4143
H -8.1048 1.3934 -1.2129
H -7.1495 1.2541 -2.7034
H -6.3401 1.1592 -1.1133
H -7.7943 -2.9814 -1.5100
H -6.1644 -4.6875 -2.3069
H -3.5082 -1.5475 -3.4896
H -5.1248 0.1203 -2.7789
H -0.7853 -2.8182 -4.5788
H 0.5201 -0.8782 -3.7418
H -2.2062 -1.4005 2.1798
H -3.5998 -3.3495 1.5096
H -3.3841 -4.2556 -0.7760
S -1.8179 2.0189 0.1058
Sb -0.5203 2.8987 -1.5940
C -0.8591 4.9826 -1.3199
C 0.1594 5.9122 -1.4928
C -0.0880 7.2539 -1.2383
C -1.3471 7.6636 -0.8257
C -2.3645 6.7331 -0.6617
C -2.1203 5.3900 -0.9010
C 1.6141 2.7386 -1.4420
C 2.3630 1.9437 -2.3011
C 3.7445 1.9358 -2.1911
C 4.3743 2.7136 -1.2273
C 3.6220 3.4839 -0.3536
C 2.2370 3.5002 -0.4589
C -1.4757 2.2093 -3.3670
C -2.8645 2.2469 -3.3424
C -3.5791 1.7496 -4.4208
C -2.9079 1.2011 -5.5061
C -1.5218 1.1715 -5.5244
C -0.7982 1.6827 -4.4560
H 1.1408 5.6023 -1.8309
H 0.7065 7.9784 -1.3604
H -1.5366 8.7105 -0.6291
H -3.3468 7.0500 -0.3371
H -2.9046 4.6602 -0.7392
H 1.8778 1.3142 -3.0316
H 4.3304 1.3141 -2.8554
H 5.4544 2.7213 -1.1601
H 4.1090 4.0785 0.4086
H 1.6577 4.1199 0.2171
H -3.3877 2.6470 -2.4816
H -4.6608 1.7924 -4.4151
H -3.4679 0.7985 -6.3399
H -0.9988 0.7492 -6.3727
H 0.2832 1.6736 -4.4887
C 2.4326 -2.2501 -0.8194
Si 2.7928 -1.6493 0.9303
C 4.4699 -0.7859 0.8858
C 2.8862 -3.1098 2.1233
C 1.3739 -0.5727 1.6143
Si 1.7496 0.6957 3.0036
C 0.4150 2.0401 2.7226
C 1.4338 -0.0903 4.6838
C 3.4110 1.5765 2.9470
H 3.2592 -2.8692 -1.1742
H 2.3238 -1.4032 -1.4994
H 1.5173 -2.8431 -0.8703
H 5.1891 -1.4477 0.3989
H 4.8462 -0.5682 1.8858
H 4.4388 0.1467 0.3181
H 3.6796 -3.8011 1.8327
H 1.9483 -3.6694 2.1419
H 3.0952 -2.7775 3.1432
H 0.6831 -1.2987 2.0674
H -0.6002 1.6246 2.7124
H 0.5920 2.6036 1.7978
H 0.4287 2.7779 3.5260
H 0.4216 -0.4952 4.7440
H 1.5478 0.6465 5.4817
H 2.1345 -0.9038 4.8803
H 3.7476 1.7513 1.9251
H 4.1770 0.9973 3.4642
H 3.3332 2.5424 3.4507

Record 4
91
Properties=species:S:1:pos:R:3 method="wB97M-V/def2-TZVPD" e_lumo_ev=-3.99 spin_multiplicity=1 fmax_ev_per_a=4.57 homo_energy_ha=-0.305 total_charge=+1 relative_energy_kj_mol=120.03
C 0.7913 -4.0034 4.5026
C -0.0025 -2.8726 3.9250
C -0.5045 -2.9249 2.6230
C -1.0014 -1.7743 1.9959
C -1.4307 -1.8890 0.5722
C -1.0266 -0.5524 2.6851
N -1.3544 0.6661 1.9918
C -0.7187 1.2585 0.9130
C 0.1881 0.8057 -0.1732
C 1.2064 -0.2344 0.0165
C 2.0693 -0.6486 -1.1007
C 1.7941 -0.3165 1.3518
C 1.6971 0.7504 2.2660
C 2.2863 0.7051 3.5276
C 3.0359 -0.4096 3.8933
C 3.1664 -1.4791 3.0072
C 2.5864 -1.4277 1.7419
O 0.1279 1.4096 -1.2695
N -1.1886 2.5333 0.8148
C -0.7826 3.6080 -0.0680
C 0.2833 4.4462 0.2584
C 1.1452 4.2050 1.4534
C 0.5670 5.5457 -0.5723
C -0.2128 5.8446 -1.6905
C 0.1246 7.0232 -2.5661
C -1.3046 5.0216 -1.9695
C -1.6093 3.9230 -1.1498
C -2.7942 3.0839 -1.4593
C -2.1703 2.7190 1.7868
C -2.2905 1.5880 2.4775
C -0.7378 -0.5350 4.0640
C -0.8087 0.6924 4.9157
C -0.2123 -1.6987 4.6531
H 0.6786 -4.0536 5.5901
H 0.4842 -4.9618 4.0747
H 1.8614 -3.8761 4.2846
H -0.4672 -3.8734 2.0773
H -2.2867 -2.5749 0.4564
H -1.6947 -0.9241 0.1315
H -0.5911 -2.3040 0.0018
H 3.1067 -0.3150 -0.9140
H 2.0914 -1.7434 -1.1625
H 1.7410 -0.2384 -2.0560
H 1.1942 1.6658 1.9462
H 2.1567 1.5455 4.2113
H 3.5075 -0.4432 4.8788
H 3.7434 -2.3555 3.3043
H 2.7088 -2.2547 1.0458
H 1.6663 5.1353 1.7089
H 0.5766 3.8906 2.3376
H 1.9331 3.4709 1.2369
H 1.4166 6.1868 -0.3290
H -0.7412 7.3234 -3.1655
H 0.4371 7.8746 -1.9506
H 0.9457 6.7997 -3.2626
H -1.9472 5.2262 -2.8352
H -3.3033 3.4941 -2.3390
H -2.4765 2.0652 -1.7122
H -3.5133 3.0475 -0.6320
H -2.6782 3.6623 1.8670
H -2.9560 1.3340 3.2800
H -0.4608 0.4327 5.9234
H -0.1453 1.4876 4.5499
H -1.8273 1.0833 5.0252
H 0.0650 -1.6780 5.7054
C 0.5593 -6.5559 -1.7396
N 0.6949 -5.3478 -2.5563
C 1.0029 -5.4895 -3.9744
C 0.4641 -4.1653 -2.0076
C 0.5027 -2.9201 -2.6897
C -0.4356 -1.9380 -2.4050
C -0.7690 -0.8181 -3.2549
C -1.9881 -0.1191 -3.0612
C -2.4102 0.8387 -3.9739
C -1.6244 1.1336 -5.1016
C -0.4096 0.4629 -5.3036
C 0.0305 -0.4763 -4.3730
H 0.9551 -7.4067 -2.2931
H 1.1154 -6.4191 -0.8041
H -0.4901 -6.7494 -1.4733
H 1.2277 -6.5441 -4.1529
H 0.1627 -5.1816 -4.6135
H 1.8666 -4.8690 -4.2313
H 0.1401 -4.1852 -0.9548
H 1.2232 -2.7901 -3.5027
H -1.2633 -2.2468 -1.7603
H -2.5983 -0.3750 -2.1919
H -3.3432 1.3804 -3.7958
H -1.9573 1.8944 -5.8075
H 0.2148 0.6776 -6.1707
H 0.9846 -0.9832 -4.5033

Record 5
100
Properties=species:S:1:pos:R:3 method="wB97M-V/def2-TZVPD" e_lumo_ev=-2.37 spin_multiplicity=1 fmax_ev_per_a=0.72 homo_energy_ha=-0.374 total_charge=+1
Sn -0.8823 0.5603 0.7371
C -1.2291 3.6736 2.2583
N -1.6235 2.2737 2.1852
C -2.4208 1.8307 3.0907
C -2.7066 0.4481 3.1758
C -3.5607 -0.2467 4.0150
C -3.4254 -1.6014 3.6740
C -2.4970 -1.6577 2.6447
N -2.0421 -0.4169 2.3323
C -1.8474 4.5530 1.1938
C -2.0627 5.9019 1.4635
C -2.5942 6.7428 0.4942
C -2.9233 6.2403 -0.7576
C -2.7131 4.8972 -1.0335
C -2.1761 4.0603 -0.0644
H -0.1525 3.7084 2.1525
H -1.4575 4.0763 3.2471
H -2.8565 2.5025 3.8317
H -4.2009 0.1853 4.7699
H -3.9427 -2.4426 4.1077
H -2.1262 -2.5372 2.1468
H -1.8184 6.2990 2.4442
H -2.7644 7.7869 0.7240
H -3.3479 6.8919 -1.5111
H -2.9691 4.4946 -2.0062
H -2.0190 3.0154 -0.2981
O 0.4481 -1.5159 -2.8084
N 0.9770 -2.5848 -2.0953
C 2.2468 -2.6274 -2.1810
C 3.1600 -1.7484 -2.9609
C 4.0534 -2.4080 -3.8063
C 4.8964 -1.7009 -4.6453
C 4.8555 -0.3122 -4.6335
C 3.9956 0.3428 -3.7674
C 3.1415 -0.3545 -2.9126
P 2.1584 0.5452 -1.6105
C 1.3412 1.8646 -2.5857
C 1.0327 1.7088 -3.9370
C 0.3650 2.7124 -4.6284
C -0.0104 3.8810 -3.9798
C 0.2560 4.0296 -2.6243
C 0.9159 3.0238 -1.9309
C 3.5792 1.4349 -0.8243
C 4.0723 2.6842 -1.1979
C 5.2070 3.2108 -0.5901
C 5.8666 2.4955 0.4036
C 5.3762 1.2538 0.7951
C 4.2373 0.7363 0.1896
H -0.4950 -1.5709 -2.6178
H 2.6757 -3.4911 -1.6805
H 4.0635 -3.4920 -3.8168
H 5.5748 -2.2259 -5.3059
H 5.5019 0.2594 -5.2881
H 3.9921 1.4263 -3.7583
H 1.3096 0.7970 -4.4513
H 0.1407 2.5801 -5.6799
H -0.5118 4.6699 -4.5273
H -0.0608 4.9246 -2.1023
H 1.1111 3.1385 -0.8690
H 3.5623 3.2601 -1.9618
H 5.5900 4.1728 -0.9101
H 6.7601 2.9004 0.8640
H 5.8856 0.6852 1.5643
H 3.8527 -0.2293 0.5035
C -1.5460 -5.8818 2.0193
C -2.5801 -6.1235 0.9238
C -3.9637 -5.6332 1.3426
C -2.1647 -5.5295 -0.4215
N -1.9769 -4.0757 -0.3922
C -0.9482 -3.3387 0.0145
N -1.2532 -2.0753 -0.1578
N -2.4985 -2.0565 -0.6896
N -2.9417 -3.2508 -0.8384
H -1.8307 -6.4142 2.9274
H -1.4741 -4.8227 2.2833
H -0.5528 -6.2343 1.7264
H -2.6265 -7.2007 0.7422
H -3.9739 -4.5481 1.4832
H -4.2622 -6.0942 2.2855
H -4.7187 -5.8790 0.5935
H -2.9389 -5.7011 -1.1647
H -1.2370 -5.9754 -0.7775
H -0.0181 -3.7292 0.3935
O 1.6260 1.8675 3.3245
C 1.7854 2.1641 2.1221
O 1.1173 1.7818 1.1333
C 2.9844 3.0776 1.8086
N 3.5727 3.4006 3.1605
C 3.4062 4.8704 3.3912
C 3.4068 5.4636 1.9884
C 2.6494 4.4257 1.1488
H 3.6962 2.5072 1.2180
H 4.5372 3.0981 3.2469
H 2.9105 2.7989 3.7384
H 4.2005 5.2387 4.0342
H 2.4504 5.0163 3.8927
H 4.4339 5.5642 1.6311
H 2.9419 6.4477 1.9628
H 2.9645 4.4329 0.1073
H 1.5793 4.6202 1.1661